Below is 2 unconnected molecules or ions with the total composition C5H16NO in a non-equilibrium geometry, with properties calculated with wB97M-V/def2-TZVPD.

Calculated values
calculated total energy = -329.87103 hartree
F_max = 1.67 eV/Å
frontier orbital gap = 12.4 eV
energy above the lowest of the compared OMol25 structures with the same formula, charge and spin = 0.2670 eV

```
! wB97M-V def2-TZVPD RIJCOSX def2/J DEFGRID3
* xyz 1 1
N 0.62 -1.03 0.63
C -0.01 0.76 -0.94
H 1.77 -4.26 0.80
H 1.22 -0.51 1.28
C -1.18 1.32 -1.71
C -0.55 -0.11 0.24
H -1.35 -0.74 -0.14
H 1.90 1.52 -0.05
H -1.75 2.04 -1.16
C 0.98 1.84 -0.54
H -1.82 0.48 -1.98
H -1.43 0.17 2.25
H -0.81 1.77 -2.63
H 1.19 2.46 -1.42
H 0.31 -4.64 0.54
H 1.20 -1.37 -0.14
H 0.46 0.05 -1.63
H 0.50 2.53 0.16
H -0.04 1.19 1.89
H -1.53 1.51 1.09
O 0.87 -3.88 0.75
C -0.90 0.71 1.46
H 0.36 -1.80 1.25
*
```

Atom charges from the Löwdin analysis, given in e for atoms 1 to 2: N 0.203; C -0.408

Below is 3 unconnected molecules or ions with the total composition C5H16NO2 in a non-equilibrium geometry, with properties calculated with wB97M-V/def2-TZVPD.

Calculated values
calculated total energy = -405.23421 hartree
⟨S²⟩ = 0.753
F_max = 1.73 eV/Å
frontier orbital gap (spin up / spin down) = 5.9 / 10.0 eV
energy above the lowest of the compared OMol25 structures with the same formula, charge and spin = 0.5326 eV

```
! wB97M-V def2-TZVPD RIJCOSX def2/J DEFGRID3
* xyz 0 2
N -0.60 -2.22 0.80
H 1.00 2.68 0.88
H -1.49 2.08 -0.79
H -0.59 -0.34 1.76
H -2.48 -1.75 1.55
C 0.08 -1.19 1.58
H 1.25 -0.75 -0.16
H 0.34 1.45 -0.06
C 1.29 1.78 0.35
C 1.75 0.72 1.36
H -0.01 -2.70 0.16
H 0.15 -1.57 2.61
H -0.13 1.10 -4.29
O -1.46 1.18 -1.14
H -2.57 -2.91 0.17
O -0.11 1.62 -3.49
H 2.23 -1.30 1.25
H 2.82 0.79 1.52
H -0.14 2.57 -3.52
H 2.00 1.98 -0.44
C 1.36 -0.73 0.92
H -1.84 1.29 -2.03
H 1.22 0.93 2.28
C -1.95 -2.32 0.80
*
```

Atom charges from the Löwdin analysis, given in e for atoms 1 to 2: N -0.114; H 0.070

Question: What is the formula in the first record?
Answer: C5H16NO